Entry from the OMol25 dataset: C34H89BMnO17 as an isolated structure in a non-equilibrium geometry (the ωB97M-V functional and the def2-TZVPD basis).

Its LUMO energy (spin up / spin down) is 0.048 / -0.289 eV. The energy relative to the best compared isomer or geometry (same formula, charge and spin) comes out at 3.3259 eV. Its multiplicity is 6. For the frontier orbital gap (spin up / spin down), the calculation gives 8.24 / 8.13 eV. The expectation value of S² is 8.755. As for the total charge: 0. The highest occupied orbital energy (spin up / spin down) is -8.192 / -8.418 eV.

Last column: Mulliken charge in e.
Atoms and positions in Å:
1 Mn -1.9581 1.5603 2.7826  0.5400
2 C -0.6898 -0.0969 -0.9416  0.8201
3 C -0.7068 1.2026 -0.1310  -0.1454
4 O -0.6748 0.9903 1.2516  -0.2704
5 H 0.1986 -0.7279 -0.9664  -0.0832
6 H -0.8955 0.2555 -1.9524  0.0827
7 H -1.4626 -0.7563 -0.5467  -0.5725
8 H -1.6556 1.6888 -0.3579  -0.1588
9 H 0.0529 1.9080 -0.4677  -0.1947
10 B -3.6318 2.4096 1.7337  0.8672
11 H -3.2330 1.4543 1.4293  -0.4782
12 H -3.8669 2.3283 2.7836  -0.0953
13 H -2.7882 3.0819 1.7100  -0.0340
14 H -4.4531 2.7931 1.1484  -0.4196
15 C 4.0366 6.8961 2.1936  -0.6032
16 O 4.7587 7.4937 1.1177  -0.3930
17 C 4.5836 6.9345 -0.1861  -0.3418
18 C 3.1167 6.9693 -0.7012  -0.6425
19 O 2.0695 6.1971 -0.1195  -0.4621
20 C 1.8537 4.8575 -0.5478  -0.3469
21 H 4.1770 5.8335 2.3920  0.2374
22 H 3.0007 7.2345 2.2159  0.2464
23 H 4.4016 7.3809 3.0990  0.2827
24 H 5.0645 5.9780 0.0187  0.3223
25 H 5.1339 7.4745 -0.9566  0.2961
26 H 3.0858 6.9156 -1.7894  0.4335
27 H 2.8764 7.9934 -0.4155  0.3425
28 H 1.0227 4.2988 -0.1173  0.1123
29 H 2.7743 4.3361 -0.2857  0.2966
30 H 1.8074 4.8537 -1.6368  0.1857
31 C 0.6236 0.8449 4.8732  -0.6177
32 O -0.5239 0.5166 4.1150  -0.3097
33 C -1.1580 -0.7294 4.5522  -0.7548
34 C -1.9788 -1.2902 3.4352  0.1434
35 O -3.0141 -0.4383 2.9397  -0.4423
36 C -3.8019 -1.1427 1.8958  -0.6222
37 H 1.3070 0.0017 4.7727  0.0100
38 H 0.3402 1.1345 5.8850  0.3034
39 H 1.1501 1.6386 4.3433  0.3415
40 H -1.7094 -0.4646 5.4544  0.4867
41 H -0.4736 -1.5328 4.8247  0.3861
42 H -2.5683 -2.1201 3.8248  0.6563
43 H -1.2554 -1.4703 2.6400  -0.1258
44 H -3.2408 -1.1939 0.9627  -0.0025
45 H -4.6803 -0.5239 1.7124  0.2523
46 H -3.9682 -2.2100 2.0418  0.4522
47 C -7.4108 3.4087 -4.6959  -0.6340
48 O -6.2957 4.3071 -4.8801  -0.3616
49 C -5.4210 4.4722 -3.8722  -0.7264
50 C -4.9661 3.1976 -3.1039  -0.4159
51 O -5.8537 2.8956 -2.0868  -0.3560
52 C -5.5440 1.8747 -1.2153  -0.3252
53 H -7.1012 2.3852 -4.4844  0.2294
54 H -8.1651 3.6147 -5.4553  0.3098
55 H -8.0140 3.6238 -3.8138  0.2761
56 H -5.6700 5.3030 -3.2120  0.3409
57 H -4.4964 4.8557 -4.3035  0.3535
58 H -4.0088 3.3608 -2.6089  0.4345
59 H -4.6539 2.3236 -3.6756  0.3667
60 H -5.8501 0.9019 -1.6002  0.3103
61 H -6.0323 2.0395 -0.2549  0.3048
62 H -4.4951 1.8252 -0.9231  -0.1643
63 C 2.4651 -3.5782 5.2578  -0.6003
64 O 2.7856 -3.5987 3.8192  -0.4644
65 C 1.7433 -3.0236 2.9119  -0.0440
66 C 2.2575 -2.8042 1.5067  -0.2250
67 O 2.6378 -3.9269 0.6216  -0.5094
68 C 2.5867 -3.5235 -0.7816  -0.4108
69 H 3.2775 -4.1254 5.7360  0.2932
70 H 1.4899 -4.0202 5.4622  0.2940
71 H 2.4844 -2.5574 5.6394  0.1422
72 H 1.3677 -2.0776 3.3019  -0.3524
73 H 0.8793 -3.6796 2.8054  0.9014
74 H 3.1091 -2.1315 1.6079  0.3749
75 H 1.4011 -2.2898 1.0708  -0.0390
76 H 1.5918 -3.4967 -1.2259  0.0790
77 H 3.0306 -4.3081 -1.3944  0.4269
78 H 3.0011 -2.5156 -0.8059  0.1760
79 C 4.5074 -1.3583 -3.5844  -0.5593
80 O 3.6117 -0.4081 -4.2438  -0.4390
81 C 2.7718 0.1908 -3.2702  0.2998
82 C 3.3448 1.5144 -2.6247  -0.0477
83 O 3.5581 2.6996 -3.2805  -0.4362
84 C 2.3213 3.2554 -3.7657  -0.8228
85 H 3.9505 -2.0777 -2.9841  0.0992
86 H 5.1508 -0.9775 -2.7912  0.2752
87 H 5.0595 -1.9098 -4.3454  0.3429
88 H 2.5581 -0.5523 -2.5019  -0.1201
89 H 1.8509 0.3893 -3.8185  0.1662
90 H 4.3253 1.4023 -2.1619  0.2766
91 H 2.7637 1.6115 -1.7077  0.0707
92 H 2.4977 4.3088 -3.9830  0.3929
93 H 1.4906 3.3720 -3.0697  0.2490
94 H 1.9175 2.8339 -4.6863  0.3272
95 C -1.4858 -4.1385 0.4785  -0.0193
96 O -2.4183 -5.1552 0.1562  -0.4029
97 C -2.1094 -6.4620 0.6889  -0.2764
98 C -3.2087 -7.4251 0.0950  -0.4229
99 O -2.6975 -8.8123 -0.0115  -0.3784
100 C -1.7439 -9.0505 -0.9553  -0.7040
101 H -1.4339 -3.7018 1.4758  0.2141
102 H -1.6936 -3.2738 -0.1517  -0.2928
103 H -0.4985 -4.5720 0.3191  0.3484
104 H -2.3347 -6.5164 1.7540  0.2181
105 H -1.0734 -6.7690 0.5454  0.2650
106 H -3.4888 -7.1280 -0.9157  0.3364
107 H -4.0003 -7.3992 0.8439  0.2891
108 H -1.5516 -10.1208 -1.0301  0.2766
109 H -0.7729 -8.6317 -0.6910  0.2680
110 H -2.0470 -8.8906 -1.9901  0.2969
111 C -2.6120 0.0212 -4.2079  -1.0711
112 O -1.4519 -0.4458 -4.8097  -0.2254
113 C -1.7960 -1.4696 -5.6775  -0.5414
114 C -0.8863 -2.6688 -5.6296  -0.5837
115 O -1.2532 -3.5857 -4.5597  -0.4777
116 C -0.9678 -3.1964 -3.1893  -0.2055
117 H -3.2698 0.3177 -5.0249  0.6390
118 H -2.4945 0.9159 -3.5965  0.2055
119 H -3.2813 -0.6281 -3.6435  0.3520
120 H -1.6923 -0.9370 -6.6229  0.4873
121 H -2.8273 -1.7985 -5.8055  0.4023
122 H 0.1750 -2.4842 -5.4628  0.2812
123 H -0.9065 -3.3280 -6.4975  0.3280
124 H -0.2931 -2.3435 -3.2642  0.0517
125 H -0.3725 -3.9505 -2.6744  0.3076
126 H -1.8083 -2.9799 -2.5299  0.0630
127 C 3.7244 1.3037 7.2112  -0.8877
128 O 3.3250 0.8926 5.8713  -0.1351
129 C 4.4585 0.6148 5.0374  -1.0128
130 C 4.1394 0.2383 3.5833  -0.0160
131 O 3.3664 1.1915 2.9182  -0.4066
132 C 3.0750 0.8742 1.6133  -0.1878
133 H 4.3368 2.2030 7.1456  0.3311
134 H 4.3405 0.5357 7.6788  0.3228
135 H 2.8834 1.5641 7.8539  0.2617
136 H 4.9446 -0.2200 5.5423  0.4077
137 H 5.1094 1.4877 5.0883  0.4464
138 H 3.7305 -0.7600 3.4277  -0.0875
139 H 5.1226 0.3585 3.1284  0.4909
140 H 2.1469 0.3049 1.6651  -0.0693
141 H 3.9203 0.4055 1.1094  0.4344
142 H 2.8160 1.8278 1.1531  0.0390